Molecular formula: C8H26N2O4
Method: DFT, ωB97M-V with the def2-TZVPD basis set

HOMO level	-9.34	eV
electronic energy	-19887.106	eV
HOMO-LUMO gap	9.9603	eV
SMILES	COC[C@H](C)N.COC[C@H](C)N.O.O
ΔE to the lowest compared entry with this formula, charge and spin	0.431	eV
LUMO level	0.6	eV

```
! RIJCOSX wB97M-V def2-TZVPD def2/J DEFGRID3
* xyz 0 1
C 0.385 0.610 2.912
O -0.111 1.285 4.046
C -0.549 2.596 3.765
C -1.051 3.230 5.027
C -2.056 2.376 5.781
N -1.549 4.582 4.671
H -0.376 -0.037 2.465
H 1.211 -0.038 3.216
H 0.766 1.305 2.158
H 0.256 3.218 3.360
H -1.380 2.550 3.041
H -0.213 3.417 5.711
H -1.564 1.494 6.191
H -2.833 2.011 5.100
H -2.511 2.954 6.583
H -2.164 4.515 3.862
H -2.148 4.940 5.407
C 1.370 -1.631 -6.259
O 0.856 -2.486 -5.276
C 1.396 -2.233 -4.011
C 0.787 -3.174 -3.012
C -0.703 -2.908 -2.847
N 1.487 -2.971 -1.700
H 1.007 -0.602 -6.135
H 1.045 -1.995 -7.230
H 2.468 -1.607 -6.230
H 2.498 -2.334 -4.029
H 1.216 -1.193 -3.685
H 0.896 -4.217 -3.320
H -0.910 -1.921 -2.430
H -1.174 -3.636 -2.183
H -1.180 -2.989 -3.824
H 2.492 -2.925 -1.861
H 1.392 -3.826 -1.158
O 0.544 -0.528 -0.513
H 1.416 -0.229 -0.243
H 0.716 -1.357 -1.004
O -0.802 1.170 -2.429
H -0.346 0.548 -1.839
H -0.582 2.037 -2.079
*
```



Molecular formula: C8H26N4O5Y
Method: DFT, ωB97M-V with the def2-TZVPD basis set

HOMO level	-8.89	eV
electronic energy	-25947.672	eV
HOMO-LUMO gap	5.5234	eV
ΔE to the lowest compared entry with this formula, charge and spin	3.619	eV
LUMO level	-3.4	eV

```
! RIJCOSX wB97M-V def2-TZVPD def2/J DEFGRID3
* xyz 1 1
O 3.943 2.225 -1.551
H 4.104 2.658 -2.413
Y -0.228 0.003 0.399
N -2.109 -0.589 -0.562
N 0.264 -0.574 -1.615
O -3.454 -0.570 0.086
O 1.650 -0.607 -2.089
C -2.020 -1.024 -1.880
C -0.754 -1.077 -2.399
C -3.216 -1.431 -2.585
C -0.431 -1.588 -3.720
H -4.174 -1.001 -2.249
H -3.335 -2.533 -2.564
H -3.113 -1.146 -3.645
H 0.599 -1.952 -3.879
H -0.624 -0.823 -4.495
H -1.089 -2.440 -3.938
H -3.250 -0.255 0.996
H 2.126 -0.020 -1.455
O -0.124 -2.388 0.742
H -1.000 -1.956 0.539
H 0.615 -1.992 0.235
C 2.602 2.666 -1.194
H 2.417 2.499 -0.106
H 1.833 2.219 -1.870
H 2.557 3.744 -1.336
O -1.257 2.024 0.141
H -1.682 1.299 -0.427
H -1.196 1.707 1.078
N 1.769 0.408 1.272
C 1.835 -0.447 2.491
C 1.075 0.140 3.660
C -0.253 0.807 3.398
N -1.185 -0.011 2.536
H 1.865 1.396 1.520
H 2.531 0.170 0.631
H 1.442 -1.433 2.211
H 2.890 -0.575 2.741
H 0.965 -0.667 4.391
H 1.692 0.904 4.140
H -0.769 1.009 4.339
H -0.116 1.770 2.894
H -2.121 0.410 2.605
H -1.273 -0.958 2.927
*
```



Molecular formula: C8H26O8
Method: DFT, ωB97M-V with the def2-TZVPD basis set

HOMO level	-7.69	eV
electronic energy	-25072.942	eV
HOMO-LUMO gap	7.5292	eV
ΔE to the lowest compared entry with this formula, charge and spin	25.017	eV
LUMO level	-0.2	eV

```
! RIJCOSX wB97M-V def2-TZVPD def2/J DEFGRID3
* xyz 0 1
C 0.696 -2.129 -1.911
C 0.844 -2.509 -0.378
O -0.212 -1.996 0.424
O -0.505 -2.628 -2.449
H 1.597 -2.419 -2.452
H 0.670 -1.049 -2.051
H 1.747 -2.033 0.005
H 0.953 -3.586 -0.250
H -0.396 -2.701 1.048
H -1.115 -2.541 -1.714
C 0.936 1.686 -3.140
C 0.439 0.621 -2.088
O -0.970 0.675 -1.844
O 1.065 2.990 -2.560
H 0.135 1.753 -3.875
H 1.817 1.294 -3.649
H 0.910 0.704 -1.109
H 0.748 -0.350 -2.476
H -1.118 0.193 -1.028
H 1.140 3.654 -3.250
C 0.762 0.331 2.598
C -0.087 -0.886 2.134
O 0.098 -2.108 2.808
O 2.135 0.068 2.246
H 0.595 0.423 3.672
H 0.328 1.287 2.304
H 0.132 -1.045 1.078
H -1.158 -0.692 2.196
H -0.188 -2.821 2.232
H 2.667 0.664 2.778
C -1.424 -0.073 0.248
O -0.386 -0.355 -0.608
H -1.886 -0.919 0.755
H -1.103 0.546 1.086
H -2.195 0.555 -0.199
H -0.052 -1.224 -0.372
C -1.058 2.500 1.626
O -2.060 3.270 2.279
H -1.363 2.370 0.587
H -0.051 2.911 1.563
H -0.971 1.448 1.899
H -2.116 4.121 1.840
*
```



Molecular formula: C8H27BF4O6Ti2
Method: DFT, ωB97M-V with the def2-TZVPD basis set

HOMO level (spin up / spin down)	-5.72 / -9.99	eV
electronic energy	-78796.046	eV
HOMO-LUMO gap (spin up / spin down)	5.6194 / 9.7135	eV
LUMO level (spin up / spin down)	-0.1 / -0.3	eV
⟨S²⟩	12.0031

```
! RIJCOSX wB97M-V def2-TZVPD def2/J DEFGRID3
* xyz 0 7
Ti 0.601 3.796 -0.450
Ti -2.022 3.201 -1.986
O 0.407 3.344 -2.592
H 0.846 2.487 -2.535
B 0.472 1.007 0.258
F 1.311 2.047 0.693
F 1.190 0.223 -0.677
F 0.079 0.193 1.310
F -0.599 1.580 -0.443
C 1.187 -1.364 -3.444
O 0.805 0.002 -3.326
H 0.392 -2.101 -3.287
H 1.579 -1.523 -4.448
H 1.981 -1.577 -2.723
H 0.936 0.194 -2.376
C 4.809 -0.548 -0.823
O 5.859 -0.870 0.067
H 3.834 -0.505 -0.333
H 4.968 0.416 -1.304
H 4.737 -1.269 -1.643
H 5.553 -1.547 0.674
C 2.341 0.546 4.860
C 1.946 1.814 4.087
O 0.498 1.712 4.065
H 3.433 0.458 4.855
H 1.958 -0.334 4.338
H 1.918 0.495 5.860
H 2.324 1.781 3.062
H 2.237 2.769 4.517
H 0.277 0.838 3.737
C -3.305 -1.195 -2.967
C -3.582 0.272 -2.887
O -2.663 0.922 -1.986
H -3.647 -1.825 -2.139
H -2.221 -1.333 -3.006
H -3.786 -1.696 -3.810
H -4.574 0.508 -2.476
H -3.628 0.764 -3.858
H -2.679 0.391 -1.161
C -2.537 -2.104 2.215
C -3.453 -1.334 1.278
O -2.772 -0.338 0.524
H -3.129 -2.862 2.731
H -2.135 -1.417 2.958
H -1.736 -2.632 1.696
H -4.190 -0.855 1.924
H -3.980 -1.971 0.564
H -1.840 -0.561 0.409
*
```



Molecular formula: C8H28BClCoN8O20
Method: DFT, ωB97M-V with the def2-TZVPD basis set

HOMO level (spin up / spin down)	-10.59 / -10.60	eV
electronic energy	-112414.913	eV
HOMO-LUMO gap (spin up / spin down)	8.8527 / 8.5313	eV
ΔE to the lowest compared entry with this formula, charge and spin	0.000	eV
LUMO level (spin up / spin down)	-1.7 / -2.1	eV
⟨S²⟩	3.7572

```
! RIJCOSX wB97M-V def2-TZVPD def2/J DEFGRID3
* xyz 0 4
Co 3.658 -0.117 0.981
Cl 0.300 0.028 0.093
O -0.225 -0.746 -1.009
O 1.762 -0.062 -0.047
O -0.079 1.403 0.101
O -0.067 -0.587 1.342
B 4.217 1.946 0.538
H 3.263 1.588 1.204
H 3.907 2.902 -0.084
H 5.136 2.111 1.294
H 4.461 1.019 -0.259
C -2.209 4.136 -0.522
N -2.250 5.587 -0.810
O -2.767 6.313 0.017
O -1.809 5.945 -1.879
H -2.526 3.942 0.495
H -1.197 3.769 -0.683
H -2.814 3.644 -1.280
C 1.287 -3.030 2.926
N 1.983 -2.809 1.642
O 1.576 -3.372 0.664
O 2.872 -1.953 1.607
H 0.507 -2.278 3.015
H 2.009 -2.949 3.733
H 0.866 -4.030 2.915
C -3.539 0.054 -1.631
N -4.356 0.064 -0.398
O -4.584 -0.986 0.170
O -4.835 1.131 -0.071
H -4.168 -0.464 -2.358
H -2.667 -0.576 -1.471
H -3.332 1.056 -1.974
C -2.798 0.943 2.546
N -1.810 1.822 3.236
O -0.984 1.305 3.966
O -1.948 3.021 3.084
H -3.757 1.439 2.643
H -2.792 -0.028 3.028
H -2.473 0.852 1.515
C 1.256 3.510 2.703
N 2.402 4.459 2.716
O 3.115 4.502 1.735
O 2.575 5.102 3.730
H 1.621 2.563 3.091
H 0.970 3.374 1.664
H 0.461 3.915 3.314
C -0.946 -2.450 -4.196
N -0.179 -2.786 -5.428
O 1.031 -2.867 -5.309
O -0.802 -2.971 -6.446
H -0.501 -1.565 -3.748
H -0.875 -3.303 -3.525
H -1.988 -2.288 -4.447
C 2.813 -2.071 -2.879
N 4.030 -1.724 -2.079
O 3.851 -1.528 -0.879
O 5.066 -1.572 -2.649
H 2.834 -1.336 -3.678
H 1.961 -1.956 -2.221
H 2.990 -3.058 -3.291
C -1.468 -3.695 -0.061
N -1.205 -4.404 1.221
O -0.786 -5.541 1.156
O -1.352 -3.778 2.252
H -0.563 -3.421 -0.588
H -2.017 -2.800 0.217
H -2.111 -4.342 -0.653
*
```